Record 1
The following is a quantum chemistry calculation of an isolated molecule of C6H9NO in a non-equilibrium geometry, from OMol25.

Values from the calculation:
* HOMO: -0.336 Ha
* total charge: 0
* SMILES: O[C@@H]1[C@@H]2C[C@@H]2N2C[C@H]12
* total energy: -363.9190 a.u.
* relative energy (zero: lowest compared OMol25 entry of this formula, charge and spin): 2.8642 eV
* LUMO energy: 0.033 Eh

Atoms and positions in Å:
1 O 2.1786 -0.2158 0.2946
2 C 1.1126 -0.1387 -0.6286
3 C 0.3254 1.1330 -0.5039
4 C -0.4543 1.4600 0.6727
5 C -1.1173 0.7771 -0.4442
6 N -1.2927 -0.6678 -0.4015
7 C -0.7123 -1.5249 0.6109
8 C 0.0557 -1.2417 -0.5732
9 H 1.8303 -0.3014 1.1767
10 H 1.6492 -0.2431 -1.5513
11 H 0.6614 1.9106 -1.1559
12 H -0.3737 0.9449 1.6193
13 H -0.5705 2.5277 0.8768
14 H -1.8204 1.2692 -1.0594
15 H -0.4642 -1.1066 1.6266
16 H -1.2122 -2.5045 0.6995
17 H 0.2044 -2.0779 -1.2593

natural (NBO) atomic charge list, values in e, 2 entries: -0.702, 0.082

Record 2
The following is a quantum chemistry calculation of a structure of composition C6H9NO in a non-equilibrium geometry, from OMol25.

Values from the calculation:
* HOMO: -0.308 Ha
* total charge: 0
* total energy: -363.5550 a.u.
* relative energy (zero: lowest compared OMol25 entry of this formula, charge and spin): 12.7698 eV
* LUMO energy: -0.067 Eh

Atoms and positions in Å:
1 C -0.5962 0.1009 0.0920
2 C -0.2607 -0.8564 -1.2101
3 C 1.1269 -0.6247 -0.6653
4 C 1.1363 -0.8594 0.9010
5 C -0.1175 -0.6166 1.2814
6 C 0.6690 0.9352 -0.4711
7 H -2.2720 0.9027 1.3452
8 H -2.5873 -0.0105 -0.7576
9 H -0.5879 -1.8408 -0.9401
10 H -0.4282 -0.2639 -2.0850
11 H 2.2098 -0.9326 -1.1498
12 H 2.1887 -1.0247 1.5060
13 H -0.6801 -1.3819 2.2144
14 H 0.4252 1.2897 -1.4232
15 H 0.1630 2.5418 1.1556
16 N -1.8299 0.8675 0.0752
17 O 1.4408 1.7739 0.1316

natural (NBO) atomic charge list, values in e, 2 entries: 0.056, -0.432

Record 3
The following is a quantum chemistry calculation of an isolated molecule of C6H9NO in a non-equilibrium geometry, from OMol25.

Values from the calculation:
* HOMO: -0.321 Ha
* total charge: 0
* SMILES: C/C=C\C(=O)/C=C\N
* total energy: -363.9797 a.u.
* relative energy (zero: lowest compared OMol25 entry of this formula, charge and spin): 1.2116 eV
* LUMO energy: 0.022 Eh

Atoms and positions in Å:
1 C 0.4916 1.9241 0.9230
2 C -0.2838 1.7695 -0.3355
3 C -0.8504 0.6608 -0.7846
4 C -1.0870 -0.5942 -0.0148
5 O -2.2594 -0.9543 0.0873
6 C 0.0256 -1.4065 0.4842
7 C 1.3335 -1.3335 0.1855
8 N 2.0133 -0.4347 -0.6018
9 H 0.4264 0.9976 1.4836
10 H 0.0572 2.6938 1.5681
11 H 1.5380 2.2420 0.7528
12 H -0.4201 2.6779 -0.9266
13 H -1.5333 0.7538 -1.6418
14 H -0.3130 -2.2681 1.0611
15 H 2.0172 -2.0592 0.6359
16 H 1.5076 0.2122 -1.2012
17 H 2.9256 -0.6930 -0.9641

natural (NBO) atomic charge list, values in e, 2 entries: -0.670, -0.130

Record 4
The following is a quantum chemistry calculation of a structure of composition C6H9NO in a non-equilibrium geometry, from OMol25.

Values from the calculation:
* HOMO: -0.322 Ha
* total charge: 0
* total energy: -363.9096 a.u.
* relative energy (zero: lowest compared OMol25 entry of this formula, charge and spin): 3.1183 eV
* LUMO energy: 0.039 Eh

Atoms and positions in Å:
1 C -0.1865 0.2934 -0.7965
2 C -1.6268 0.4621 -0.4190
3 C -0.5658 0.9112 0.5411
4 C 0.1664 -0.1143 1.4315
5 C -0.2336 -1.4774 0.8919
6 C 0.6150 -0.9191 -0.2703
7 H 1.1968 1.5654 -1.5775
8 H -0.3046 1.4775 -2.5373
9 H -2.2044 1.3059 -0.8393
10 H -2.2250 -0.4423 -0.2890
11 H -0.4380 1.9938 0.8038
12 H 0.3633 0.0481 2.4898
13 H -1.3037 -1.6816 0.8839
14 H 0.2737 -2.3316 1.3690
15 H 1.1785 -1.5157 -0.9594
16 N 0.4345 0.9614 -1.9095
17 O 1.4262 -0.2605 0.7187

natural (NBO) atomic charge list, values in e, 2 entries: 0.089, -0.418

Record 5
The following is a quantum chemistry calculation of a structure of composition C6H9NO in a non-equilibrium geometry, from OMol25.

Values from the calculation:
* HOMO: -0.293 Ha
* total charge: 0
* total energy: -363.7536 a.u.
* relative energy (zero: lowest compared OMol25 entry of this formula, charge and spin): 7.3633 eV
* LUMO energy: 0.025 Eh

Atoms and positions in Å:
1 C 1.6528 0.6395 -0.0716
2 C 0.1779 0.2141 -0.0029
3 C -1.0210 1.3578 -0.4808
4 C -1.7190 0.0346 0.3304
5 C -1.4531 -1.3120 -0.3396
6 C -0.0678 -1.1356 -0.3321
7 H 3.4623 -0.4074 -0.0236
8 H 1.6044 0.6622 -1.1639
9 H 2.1346 1.4993 0.6181
10 H -1.2027 1.4195 -1.6188
11 H -1.0385 2.3253 -0.2358
12 H -2.7617 0.1767 0.8658
13 H -0.4099 -0.6688 2.0261
14 H -1.7952 -2.4806 -0.4512
15 H 0.6834 -1.9093 -0.7212
16 N -0.6116 0.1574 1.3277
17 O 2.3651 -0.5728 0.2734

natural (NBO) atomic charge list, values in e, 2 entries: -0.092, 0.033

Record 6
The following is a quantum chemistry calculation of a cluster of 2 separate species, C6H9NO in total in a non-equilibrium geometry, from OMol25.

Values from the calculation:
* HOMO: -0.316 Ha
* total charge: 0
* SMILES: C=NC(=C)C.C=C=O
* total energy: -363.9161 a.u.
* relative energy (zero: lowest compared OMol25 entry of this formula, charge and spin): 2.9425 eV
* LUMO energy: 0.021 Eh

Atoms and positions in Å:
1 C 1.1747 -0.1477 -1.8417
2 N 0.9604 -0.2495 -0.5712
3 C -0.2679 -0.7132 -0.1182
4 C -1.4595 -0.4192 -0.6966
5 C -0.1926 -1.8212 0.9064
6 H 2.1281 0.2748 -2.1926
7 H 0.4243 -0.3782 -2.6148
8 H -1.5366 0.1842 -1.5953
9 H -2.3940 -0.7517 -0.2554
10 H -0.7747 -1.5405 1.7911
11 H 0.8388 -1.9975 1.2329
12 H -0.5910 -2.7602 0.5115
13 C -0.0009 1.8126 1.4397
14 C 0.8420 2.3366 0.5695
15 O 1.5327 3.0037 -0.1144
16 H -1.0595 2.0176 1.3403
17 H 0.3757 1.1493 2.2089

natural (NBO) atomic charge list, values in e, 2 entries: -0.027, -0.435

Record 7
The following is a quantum chemistry calculation of an isolated molecule of C6H9NO in a non-equilibrium geometry, from OMol25.

Values from the calculation:
* HOMO (spin up / spin down): -0.250 / -0.357 Ha
* total charge: 0
* total energy: -363.8052 a.u.
* spin multiplicity: 3
* relative energy (zero: lowest compared OMol25 entry of this formula, charge and spin): 0.9201 eV
* LUMO energy (spin up / spin down): 0.036 / -0.051 Eh

Atoms and positions in Å:
1 C -1.5566 -0.3598 0.5916
2 C -0.0527 -0.3892 -1.7225
3 C 0.6603 -0.2918 -0.3414
4 C -0.4756 0.6962 -0.0237
5 C 0.9399 -1.4179 0.7450
6 C -0.3318 1.9293 0.8399
7 N -0.8827 0.7498 -1.3039
8 O -1.9486 -1.3568 0.1588
9 H 0.4507 -0.2426 -2.7134
10 H -0.5787 -1.3556 -1.7532
11 H 1.4631 0.4615 -0.4302
12 H 0.3146 -2.3505 0.3756
13 H 0.7675 -1.1113 1.8306
14 H 1.9376 -1.6115 0.6609
15 H 0.0374 2.6933 0.1421
16 H 0.5120 1.6790 1.6356
17 H -1.2565 2.2778 1.3082

natural (NBO) atomic charge list, values in e, 2 entries: 0.532, -0.301

Record 8
The following is a quantum chemistry calculation of a cluster of 2 separate species, C6H9NO2 in total in a non-equilibrium geometry, from OMol25.

Values from the calculation:
* HOMO: -0.371 Ha
* total charge: 0
* total energy: -439.1408 a.u.
* relative energy (zero: lowest compared OMol25 entry of this formula, charge and spin): 3.6888 eV
* LUMO energy: 0.019 Eh

Atoms and positions in Å:
1 N 0.5396 2.7372 -0.7142
2 C 0.0688 1.8337 -0.1503
3 C -0.2372 0.6641 0.6849
4 C -0.1287 -0.6477 -0.0876
5 C 1.2156 -1.3847 -0.3205
6 C 1.2618 -1.8069 1.1623
7 C -0.1679 -2.0232 0.6287
8 O 0.4290 -2.6082 -0.5920
9 H 0.4226 0.6967 1.5615
10 H -1.2667 0.7805 1.0552
11 H -0.7610 -0.6291 -0.9847
12 H 2.0300 -1.1454 -1.0119
13 H 1.8240 -2.7255 1.3632
14 H 1.4327 -1.0432 1.9284
15 H -1.0164 -2.5519 1.0766
16 O -2.0285 3.2504 -2.2246
17 H -1.1271 3.6049 -1.9720
18 H -2.4907 2.9983 -1.4028

natural (NBO) atomic charge list, values in e, 2 entries: -0.349, 0.311

Record 9
The following is a quantum chemistry calculation of an isolated molecule of C6H9NO2, from OMol25.

Values from the calculation:
* HOMO (spin up / spin down): -0.284 / -0.284 Ha
* total charge: 0
* total energy: -439.0896 a.u.
* relative energy (zero: lowest compared OMol25 entry of this formula, charge and spin): 5.0821 eV
* LUMO energy (spin up / spin down): 0.001 / 0.001 Eh

Atoms and positions in Å:
1 C 1.7231 -0.6286 0.1218
2 C -0.4724 -1.7555 0.1560
3 N 0.2869 -0.5221 0.3900
4 C -0.2350 0.6588 1.4879
5 C -0.4817 0.8655 -0.1066
6 C -1.9151 0.7722 -0.5480
7 C 0.2518 1.7860 -0.8311
8 O 0.4595 1.0076 2.3718
9 O -2.7809 0.1317 -0.0043
10 H -2.1240 1.3734 -1.4518
11 H 2.1080 -1.5146 0.6267
12 H 1.9183 -0.7056 -0.9493
13 H -0.5126 -1.9865 -0.9122
14 H 0.0228 -2.5726 0.6819
15 H -1.4817 -1.6434 0.5416
16 H 2.2368 0.2417 0.5259
17 H 1.2650 2.0583 -0.5781
18 H -0.2687 2.4337 -1.5223

natural (NBO) atomic charge list, values in e, 2 entries: -0.431, -0.425

Record 10
The following is a quantum chemistry calculation of an isolated molecule of C6H9NO2 in a non-equilibrium geometry, from OMol25.

Values from the calculation:
* HOMO: -0.306 Ha
* total charge: 0
* SMILES: C=C(O)C(=O)/C=C(/C)N
* total energy: -439.2099 a.u.
* relative energy (zero: lowest compared OMol25 entry of this formula, charge and spin): 1.8086 eV
* LUMO energy: 0.021 Eh

Atoms and positions in Å:
1 C 0.6436 2.2318 0.8718
2 C 0.6229 1.5826 -0.2997
3 O -0.0879 2.0193 -1.3959
4 C 1.5424 0.3683 -0.4669
5 O 2.6856 0.4621 -0.8858
6 C 0.9522 -0.8583 0.0764
7 C -0.3533 -1.1801 -0.1186
8 C -1.0064 -2.1601 0.8263
9 N -1.0974 -0.8495 -1.2258
10 H 0.1211 3.1690 1.0229
11 H 1.2588 1.8780 1.6944
12 H -0.4475 2.8986 -1.1898
13 H 1.5862 -1.4038 0.7662
14 H -0.4305 -2.2858 1.7484
15 H -1.1062 -3.1395 0.3486
16 H -2.0051 -1.8078 1.1074
17 H -2.1059 -0.8785 -1.1157
18 H -0.7727 -0.0464 -1.7641

natural (NBO) atomic charge list, values in e, 2 entries: -0.516, 0.237

Record 11
The following is a quantum chemistry calculation of an isolated molecule of C6H9NO2S in a non-equilibrium geometry, from OMol25.

Values from the calculation:
* HOMO: -0.398 Ha
* total charge: 0
* SMILES: C[C@@H]1C[C@@]1(C#N)S(C)(=O)=O
* total energy: -837.3574 a.u.
* relative energy (zero: lowest compared OMol25 entry of this formula, charge and spin): 2.7559 eV
* LUMO energy: 0.023 Eh

Atoms and positions in Å:
1 C 2.0764 0.0201 -0.3945
2 C 0.5984 -0.4488 -0.6672
3 C -0.1260 -0.2176 -1.9432
4 C -0.6315 0.4138 -0.6690
5 C -0.5248 1.8791 -0.3966
6 N -0.4287 2.9450 -0.0074
7 S -2.2698 -0.2482 -0.0912
8 C -2.3450 0.1938 1.6496
9 O -2.1542 -1.6442 -0.1566
10 O -3.2214 0.3577 -0.9306
11 H 2.1604 1.0182 0.0935
12 H 2.5942 -0.0485 -1.3532
13 H 2.4964 -0.7690 0.3608
14 H 0.4888 -1.4834 -0.3181
15 H 0.2461 0.5053 -2.6352
16 H -0.8177 -1.1367 -2.2318
17 H -2.6640 1.1986 1.7299
18 H -3.0462 -0.4965 2.1051
19 H -1.4070 0.0201 1.9341

natural (NBO) atomic charge list, values in e, 2 entries: -0.619, -0.209

Record 12
The following is a quantum chemistry calculation of an isolated molecule of C6H9NO2S in a non-equilibrium geometry, from OMol25.

Values from the calculation:
* HOMO: -0.336 Ha
* total charge: 0
* total energy: -837.3462 a.u.
* relative energy (zero: lowest compared OMol25 entry of this formula, charge and spin): 3.0620 eV
* LUMO energy: -0.017 Eh

Atoms and positions in Å:
1 C -1.6449 1.3996 -1.6288
2 C -1.0703 1.2598 -0.3858
3 C -0.2002 0.0726 -0.2960
4 C 0.1860 -1.6118 1.4936
5 C 2.1258 -0.3518 0.3648
6 C 0.6536 -0.3302 0.9058
7 N -0.1871 -0.6259 -1.3900
8 O -2.0995 -0.9506 -2.9192
9 O -1.1766 2.1712 0.5604
10 S -1.0557 0.0080 -2.6148
11 H -2.1946 2.2015 -2.0294
12 H -0.2884 -2.3510 0.8215
13 H -0.5020 -1.5029 2.3089
14 H 1.0855 -2.0017 2.0752
15 H 2.8954 -0.8690 1.0221
16 H 2.5166 0.7834 0.3680
17 H 2.1030 -0.5975 -0.7457
18 H 0.4661 0.3021 1.8727
19 H -1.6128 2.9945 0.2168

natural (NBO) atomic charge list, values in e, 2 entries: -0.552, 0.272

Record 13
The following is a quantum chemistry calculation of a cluster of 2 separate species, C6H9NO2S2 in total in a non-equilibrium geometry, from OMol25.

Values from the calculation:
* HOMO (spin up / spin down): -0.338 / -0.339 Ha
* total charge: 0
* total energy: -1235.3949 a.u.
* relative energy (zero: lowest compared OMol25 entry of this formula, charge and spin): 5.8163 eV
* LUMO energy (spin up / spin down): -0.093 / -0.093 Eh

Atoms and positions in Å:
1 C -2.0711 3.2776 -0.5402
2 C -2.4514 3.6528 -1.7523
3 C -1.0770 1.4410 -1.3876
4 C 0.1835 -1.0041 0.8445
5 C -1.2156 -1.5937 -1.1151
6 C 0.1946 -1.2858 -0.5789
7 N -1.2464 2.1294 -0.3749
8 O -2.7251 1.7863 -3.7332
9 O -0.5011 2.8009 -3.4975
10 S 1.1563 -0.1993 -1.5872
11 S -1.6884 2.2939 -2.8900
12 H -2.5055 3.8006 0.3405
13 H -3.1920 4.3188 -2.0575
14 H -0.2747 -0.0284 0.7198
15 H -0.7143 -1.5071 1.2272
16 H 1.0146 -1.0429 1.4260
17 H -1.7925 -0.6376 -1.2096
18 H -1.8308 -2.1558 -0.3561
19 H -1.2041 -2.1848 -2.0647
20 H 0.7267 -2.2208 -0.9331

natural (NBO) atomic charge list, values in e, 2 entries: -0.043, -0.423